The following is a DFT calculation (wB97M-V/def2-TZVPD) of a single C18H14ClNO4 molecule.

SMILES	Cc1ccccc1C(=O)O[C@@H]1OC(=O)C(Cl)=C1Nc1ccccc1
relative energy (zero: lowest compared OMol25 entry of this formula, charge and spin)	0.0	kcal/mol
DFT total energy	-1510.2700	a.u.
maximum force	0.9	eV/Å
frontier orbital gap	8.81	eV

```
! wB97M-V def2-TZVPD RIJCOSX def2/J DEFGRID3
* xyz 0 1
Cl 5.41 0.68 0.78
O 3.08 -2.01 -0.86
O 5.16 -2.41 -0.08
O -0.09 -1.38 -2.21
O 1.02 -1.10 -0.28
N 2.45 1.49 -0.21
C 2.22 -0.91 -0.99
C -0.22 -1.12 2.09
C 4.17 -0.21 0.00
C -3.84 -1.17 1.03
C -3.77 -1.28 -0.35
C -0.96 2.64 0.58
C 0.44 1.62 -1.59
C -2.53 -1.33 -0.95
C -0.11 -1.29 -1.01
C 4.27 -1.64 -0.28
C 1.08 1.82 -0.37
C 0.38 2.36 0.70
C -1.42 -1.17 1.20
C -2.68 -1.12 1.78
C 2.97 0.26 -0.39
C -1.62 2.40 -0.62
C -0.91 1.90 -1.70
C -1.35 -1.27 -0.20
H -2.67 2.60 -0.70
H 0.99 1.26 -2.44
H -2.76 -1.04 2.85
H -2.44 -1.41 -2.03
H 1.97 -0.79 -2.06
H 2.98 2.08 0.41
H 0.90 2.54 1.64
H -4.80 -1.12 1.52
H -1.41 1.73 -2.64
H -0.52 -1.15 3.13
H -1.50 3.04 1.42
H -4.66 -1.32 -0.95
H 0.34 -0.21 1.91
H 0.44 -1.96 1.89
*
```

The following is a DFT calculation (wB97M-V/def2-TZVPD) of a single C6H16N2 molecule at a distorted geometry.

SMILES	CC(C)NC[C@H](C)N
relative energy (zero: lowest compared OMol25 entry of this formula, charge and spin)	31.5	kcal/mol
DFT total energy	-347.6746	a.u.
maximum force	3.2	eV/Å
frontier orbital gap	9.25	eV

```
! wB97M-V def2-TZVPD RIJCOSX def2/J DEFGRID3
* xyz 0 1
N -0.85 0.37 0.64
N 1.16 -1.12 1.78
C -1.62 -1.21 -1.22
C 0.50 0.44 0.11
C -2.12 1.28 -1.28
C -1.91 0.06 -0.36
C 1.62 0.12 1.17
C 3.01 0.29 0.60
H 3.05 -0.26 -0.34
H -1.63 2.15 -0.81
H 1.37 0.93 1.88
H 0.60 -0.42 -0.57
H -2.36 -1.95 -0.96
H -1.89 -1.05 -2.29
H 3.10 1.32 0.21
H -1.77 1.18 -2.32
H -3.18 1.58 -1.36
H -0.61 -1.57 -1.27
H 1.43 -1.95 1.26
H 1.58 -1.28 2.69
H 3.82 -0.01 1.21
H -2.85 -0.05 0.21
H -1.08 -0.20 1.44
H 0.64 1.36 -0.44
*
```

The following is a DFT calculation (wB97M-V/def2-TZVPD) of a molecular structure, C23H24N8SeYb.

relative energy (zero: lowest compared OMol25 entry of this formula, charge and spin)	4.4	kcal/mol
DFT total energy	-4888.2857	a.u.
maximum force	0.6	eV/Å
⟨S²⟩	0.751
frontier orbital gap (alpha / beta)	7.34 / 6.90	eV

```
! wB97M-V def2-TZVPD RIJCOSX def2/J DEFGRID3
* xyz 3 2
Yb -0.10 -0.23 0.32
Se -3.82 3.03 -5.91
N -3.84 3.37 -4.19
N -0.45 -0.40 -2.02
N -2.72 1.67 -5.75
N 0.56 -2.63 0.40
N -1.01 -1.07 2.36
N -1.76 1.34 -0.33
N 2.14 -0.49 0.98
N 0.55 1.50 2.02
C -1.30 0.52 -2.56
C -1.97 1.46 -1.67
C 2.82 -1.60 0.59
C 2.02 1.70 2.05
C -2.43 1.55 -4.48
C -3.44 3.34 -1.31
C 0.29 -3.12 1.79
C -0.11 -0.51 3.41
C -1.54 0.55 -3.94
C 2.00 -2.76 0.07
C -3.05 2.50 -3.61
C 0.14 -1.28 -2.83
C -0.05 -1.31 -4.20
C -0.90 -0.38 -4.77
C -2.82 2.45 -2.18
C 4.19 -1.68 0.68
C -1.00 -2.57 2.36
C -0.02 1.01 3.31
C -2.40 2.19 0.49
C 4.19 0.48 1.71
C -3.23 3.20 0.05
C 2.82 0.52 1.56
C 4.89 -0.62 1.24
H 2.27 2.56 1.44
H -1.95 -0.80 2.63
H -1.02 1.44 3.43
H -0.46 -0.77 4.41
H -2.24 2.05 1.55
H 0.57 1.37 4.15
H 0.23 -4.21 1.81
H -1.09 -0.35 -5.84
H -1.12 -2.96 3.37
H 2.41 -3.69 0.49
H -4.08 4.12 -1.72
H 4.71 -2.57 0.34
H 4.70 1.30 2.19
H 2.13 -2.84 -1.01
H 0.82 -1.99 -2.38
H 1.14 -2.84 2.42
H 0.89 -0.93 3.29
H 0.17 2.43 1.89
H 0.46 -2.05 -4.81
H 2.35 1.94 3.07
H -1.85 -2.91 1.77
H 0.06 -3.25 -0.23
H -3.71 3.86 0.76
H 5.97 -0.66 1.33
*
```

The following is a DFT calculation (wB97M-V/def2-TZVPD) of 3 unconnected molecules or ions with the total composition C28H38F3N4O5 at a distorted geometry.

DFT total energy	-1984.1735	a.u.
maximum force	2.7	eV/Å
frontier orbital gap	9.15	eV

```
! wB97M-V def2-TZVPD RIJCOSX def2/J DEFGRID3
* xyz 1 1
F -5.65 -3.20 -1.72
F -4.30 -1.56 -2.20
F -3.75 -3.63 -2.58
O -6.48 4.49 -0.04
O -3.73 -4.25 0.02
O -1.42 2.63 -1.84
O -7.77 4.31 1.67
O -2.11 4.62 -1.42
N -0.26 -1.97 0.82
N -6.68 4.44 1.16
N -1.57 -3.44 1.61
N -2.28 3.50 -1.85
C -3.32 4.69 3.70
C 0.26 -0.94 -0.08
C 7.95 -2.40 0.32
C -4.26 4.71 1.49
C -5.51 4.54 2.05
C 0.32 -2.50 1.94
C -3.16 4.79 2.32
C -1.43 -2.57 0.65
C 5.22 -0.74 0.30
C 3.98 -1.05 -0.54
C -5.82 3.80 -2.98
C -6.05 2.51 -3.45
C -5.70 4.45 3.41
C -3.81 1.88 -2.87
C 7.77 -0.89 0.00
C -5.05 1.55 -3.39
C 2.76 -1.42 0.34
C -2.36 -2.27 -0.45
C 8.97 -3.09 -0.59
C -0.46 -3.42 2.45
C 1.61 -0.38 0.31
C -4.58 4.13 -2.45
C -4.39 -2.80 -1.74
C -3.75 -2.90 -0.34
C 6.43 -0.54 -0.63
C -3.59 3.16 -2.40
C 9.78 -4.20 0.10
C -4.59 4.52 4.24
H 4.24 -1.94 -1.11
H 6.46 0.50 -0.94
H -0.46 -0.13 -0.12
H -6.60 4.54 -3.03
H -2.51 -1.19 -0.46
H 9.35 -5.18 -0.08
H -5.23 0.55 -3.76
H 3.75 -0.24 -1.23
H 6.29 -1.13 -1.54
H 8.32 -2.46 1.34
H 5.06 0.19 0.84
H 9.66 -2.38 -1.05
H -2.34 -4.07 1.78
H 8.43 -3.56 -1.41
H 2.36 -2.38 0.00
H -4.40 -2.31 0.31
H 1.28 -2.21 2.31
H -2.17 4.92 1.90
H -6.68 4.32 3.83
H -4.13 4.79 0.42
H -3.03 1.13 -2.82
H 5.41 -1.55 1.00
H 9.94 -4.02 1.16
H 0.33 -1.33 -1.10
H 10.77 -4.23 -0.36
H 1.86 0.38 -0.42
H -4.72 4.45 5.31
H 3.10 -1.54 1.37
H -7.02 2.26 -3.87
H -4.49 -4.45 0.58
H 6.98 -2.89 0.21
H 8.54 -0.63 -0.73
H -1.92 -2.50 -1.42
H 7.97 -0.30 0.89
H 1.57 0.14 1.27
H -4.40 5.13 -2.08
H -2.46 4.75 4.35
H -0.31 -4.03 3.31
*
```

The following is a DFT calculation (wB97M-V/def2-TZVPD) of a single C4H3N3 molecule.

relative energy (zero: lowest compared OMol25 entry of this formula, charge and spin)	109.8	kcal/mol
DFT total energy	-318.3098	a.u.
maximum force	0.8	eV/Å
frontier orbital gap	9.16	eV

```
! wB97M-V def2-TZVPD RIJCOSX def2/J DEFGRID3
* xyz 0 1
N 1.61 0.48 -1.11
N 1.63 1.17 0.00
N 0.47 0.96 0.61
C -1.38 -1.08 0.78
C -1.86 -0.04 0.24
C -0.35 0.13 -0.10
C 0.43 -0.18 -1.20
H 0.21 -0.85 -2.02
H -1.02 -1.98 1.25
H 0.28 1.39 1.51
*
```

The following is a DFT calculation (wB97M-V/def2-TZVPD) of a molecular structure, C19H49MnO21S6 at a distorted geometry.

relative energy (zero: lowest compared OMol25 entry of this formula, charge and spin)	0.0	kcal/mol
DFT total energy	-5873.3266	a.u.
maximum force	1.9	eV/Å
⟨S²⟩	8.752
frontier orbital gap (alpha / beta)	9.73 / 9.82	eV

```
! wB97M-V def2-TZVPD RIJCOSX def2/J DEFGRID3
* xyz 1 6
Mn 2.57 0.22 -0.18
S 1.43 3.35 0.95
S 3.07 2.09 -3.10
S -2.02 -0.08 3.90
S 0.75 -4.93 0.72
S -2.14 0.91 -4.90
S 2.89 -0.26 3.39
O 0.86 -0.36 -1.46
O -2.65 1.72 -5.94
O 1.07 -4.23 1.92
O 0.03 3.76 0.41
O 4.34 -0.53 3.91
O -3.40 0.27 -4.18
O -0.78 0.58 3.68
O -2.97 0.44 4.80
O -1.15 -0.58 -0.39
O 2.64 1.77 -1.75
O 2.64 3.55 -3.34
O 2.34 4.28 0.40
O 2.34 0.67 4.29
O 3.01 0.11 1.99
O 0.64 -6.34 0.73
O -0.58 -4.34 0.08
O 1.68 1.95 0.69
O -1.29 1.47 -3.89
O 4.43 1.98 -3.45
O -2.69 -0.20 2.44
O 0.80 -0.85 0.66
C 5.35 -1.13 3.08
C 6.65 -1.11 3.83
C 1.20 5.40 -2.93
C 1.25 3.91 -3.17
C 2.17 -1.86 3.51
C -1.69 -1.79 4.20
C -2.78 -3.40 0.27
C -4.14 -0.23 2.33
C -1.60 2.66 -0.92
C 1.26 3.53 2.70
C -1.36 -0.50 -5.64
C -1.51 -3.74 1.00
C 0.19 -0.65 -0.44
C -1.08 2.86 0.49
C -4.47 0.19 0.92
C 1.86 -4.45 -0.57
C -4.44 -1.05 -2.47
C -3.15 -0.44 -2.96
C 2.05 1.20 -4.24
H -0.83 2.16 -1.52
H -3.48 -4.24 0.27
H -1.86 3.60 -1.40
H -1.07 -1.79 5.10
H -1.50 -1.41 -5.07
H -2.45 -1.27 -3.12
H -0.83 1.89 0.94
H 2.85 -4.80 -0.26
H 1.54 5.92 -3.83
H 7.36 -1.83 3.42
H -2.47 2.01 -0.88
H -2.64 -2.28 4.40
H 1.84 -1.95 4.54
H 0.21 5.74 -2.62
H -4.36 1.27 0.79
H -1.71 -4.36 1.88
H 5.44 -0.52 2.17
H 1.02 1.19 -3.88
H -1.69 -0.55 -6.67
H 0.76 3.34 -2.37
H 6.45 -1.41 4.86
H -3.82 -0.29 0.19
H 2.19 1.70 -5.19
H 1.35 -1.91 2.81
H 2.15 3.11 3.16
H -3.37 -2.64 0.80
H -4.46 -1.26 2.51
H -1.13 -2.21 3.38
H 0.37 2.95 2.98
H 1.91 5.66 -2.15
H 1.62 -5.00 -1.47
H -1.01 -2.84 1.37
H 2.41 0.17 -4.19
H 1.17 4.60 2.89
H -5.48 -0.13 0.66
H -2.68 0.21 -2.22
H -4.31 -1.56 -1.52
H -2.53 -3.08 -0.74
H 2.90 -2.60 3.18
H -4.65 0.42 3.04
H 1.75 -3.38 -0.68
H -0.30 -0.22 -5.63
H -1.86 3.25 1.16
H -5.20 -0.27 -2.32
H -1.23 -0.88 0.53
H 0.72 3.66 -4.09
H -4.90 -1.72 -3.20
H 5.07 -2.14 2.78
H 7.12 -0.13 3.90
*
```